[1]
The following is a quantum chemistry calculation of a cluster of 3 separate species, C22H45BrNO6P2 in total in a non-equilibrium geometry, from the Open Molecules 2025 dataset.

Each line ends with the Löwdin charge.
Atoms and positions in Å:
O  2.39  -3.30  0.83  0.06
C  2.16  -2.20  0.37  -0.47
C  1.22  -1.99  -0.79  -0.18
C  -0.07  -2.79  -0.73  -0.38
P  -1.28  -2.13  0.58  0.29
Br  -0.90  -4.09  2.00  0.09
C  -1.61  -0.59  -0.54  -0.34
O  -2.79  0.14  -0.18  -0.25
O  -2.48  1.54  -0.08  -0.06
P  -2.71  -1.21  2.18  0.42
O  -4.16  -1.28  1.93  -0.33
O  -2.46  -1.88  3.65  -0.25
O  -2.15  0.33  2.46  -0.22
N  2.89  -1.09  0.87  0.11
C  2.68  0.22  0.34  -0.28
C  3.57  0.76  -0.59  -0.03
C  3.32  2.03  -1.10  -0.09
C  2.20  2.74  -0.70  -0.10
C  1.33  2.20  0.23  -0.07
C  1.57  0.93  0.75  -0.04
H  0.99  -0.94  -0.94  0.08
H  1.80  -2.30  -1.67  0.13
H  -0.56  -2.66  -1.69  0.06
H  0.13  -3.85  -0.58  0.04
H  -0.21  -1.43  1.26  -0.02
H  -2.40  -2.83  0.02  -0.01
H  -0.77  0.09  -0.51  0.06
H  -1.73  -0.91  -1.58  0.08
H  -2.20  1.57  0.85  0.05
H  -1.61  -1.64  4.03  0.04
H  -1.71  0.40  3.31  0.06
H  3.87  -1.34  0.89  0.13
H  4.42  0.18  -0.92  0.10
H  3.97  2.44  -1.86  0.09
H  2.00  3.72  -1.11  0.10
H  0.45  2.75  0.53  0.10
H  0.89  0.48  1.46  0.10
C  5.09  0.63  -4.36  -0.11
C  5.95  -0.47  -4.97  -0.27
C  6.51  -1.44  -3.94  -0.23
C  7.44  -0.81  -2.89  -0.23
C  8.65  -0.08  -3.47  -0.27
C  9.59  -0.99  -4.26  -0.11
H  5.66  1.26  -3.67  0.06
H  4.68  1.29  -5.13  0.07
H  4.25  0.21  -3.81  0.07
H  6.77  -0.02  -5.55  0.10
H  5.35  -1.03  -5.69  0.10
H  7.04  -2.25  -4.45  0.10
H  5.68  -1.92  -3.41  0.11
H  7.78  -1.59  -2.21  0.11
H  6.87  -0.11  -2.27  0.09
H  9.21  0.37  -2.64  0.10
H  8.33  0.75  -4.10  0.10
H  9.95  -1.81  -3.63  0.07
H  10.45  -0.44  -4.62  0.07
H  9.09  -1.43  -5.12  0.06
C  -5.76  1.63  1.93  -0.10
C  -6.46  0.60  2.80  -0.27
C  -7.98  0.55  2.58  -0.23
C  -8.73  1.84  2.92  -0.24
C  -8.54  2.33  4.36  -0.28
C  -9.05  1.34  5.40  -0.12
H  -6.10  2.65  2.15  0.06
H  -4.68  1.60  2.10  0.05
H  -5.93  1.43  0.87  0.08
H  -6.24  0.79  3.85  0.10
H  -6.04  -0.38  2.57  0.07
H  -8.39  -0.28  3.16  0.10
H  -8.17  0.31  1.53  0.11
H  -9.80  1.69  2.74  0.10
H  -8.42  2.63  2.24  0.10
H  -9.07  3.28  4.48  0.10
H  -7.49  2.54  4.54  0.10
H  -10.11  1.13  5.26  0.07
H  -8.92  1.74  6.41  0.06
H  -8.51  0.39  5.35  0.07

Results
total charge	-1
HOMO level	-4.97	eV
lowest unoccupied orbital energy	2.26	eV
molecular weight	561.5	u



[2]
The following is a quantum chemistry calculation of a structure of composition C22H45ErN2OP3 in a non-equilibrium geometry, from the Open Molecules 2025 dataset.

Each line ends with the Löwdin spin population.
Atoms and positions in Å:
Er  0.58  -1.84  0.06  3.02
P  2.18  -0.02  -1.81  0.00
P  0.17  1.21  0.89  0.00
P  -2.00  -0.01  -1.56  0.00
H  -0.53  -5.91  1.75  0.00
C  -0.64  -5.92  0.64  0.00
C  0.27  -5.46  -0.25  0.00
H  1.22  -4.90  -0.05  0.00
C  4.01  -0.30  -1.72  0.00
C  2.30  1.81  -2.03  0.00
C  1.85  -0.46  -3.57  0.00
C  -1.24  1.43  2.06  0.00
C  1.56  1.58  2.03  0.00
C  0.13  2.91  0.15  0.00
C  -2.56  -1.08  -2.86  0.00
C  -1.28  1.34  -2.53  0.00
C  -3.41  0.72  -0.69  0.00
H  -1.58  -6.45  0.34  0.00
H  0.25  -5.79  -1.32  0.00
H  4.24  -1.35  -1.52  0.00
H  4.40  0.30  -0.89  0.00
H  4.48  0.01  -2.66  0.00
H  2.56  2.27  -1.07  0.00
H  1.37  2.27  -2.35  0.00
H  3.08  2.11  -2.75  0.00
H  1.52  -1.51  -3.59  0.00
H  2.75  -0.37  -4.19  0.00
H  1.04  0.15  -3.99  0.00
H  -1.53  2.49  2.06  0.00
H  -0.94  1.15  3.08  0.00
H  -2.11  0.84  1.73  0.00
H  1.26  2.47  2.61  0.00
H  2.45  1.82  1.42  0.00
H  1.77  0.75  2.72  0.00
H  -0.47  3.56  0.80  0.00
H  -0.29  2.95  -0.87  0.00
H  1.15  3.31  0.13  0.00
H  -3.32  -0.63  -3.51  0.00
H  -3.06  -1.88  -2.32  0.00
H  -1.74  -1.43  -3.50  0.00
H  -1.77  1.40  -3.53  0.00
H  -0.19  1.16  -2.68  0.00
H  -1.48  2.29  -2.02  0.00
H  -4.31  0.79  -1.31  0.00
H  -3.11  1.74  -0.40  0.00
H  -3.63  0.15  0.23  0.00
C  -2.25  -3.65  -0.71  0.00
C  -3.23  -4.05  0.22  0.00
C  -4.58  -3.98  -0.11  0.00
C  -4.91  -3.76  -1.47  0.00
C  -3.87  -3.89  -2.39  0.00
C  -2.50  -3.92  -2.06  0.00
O  -1.11  -3.13  -0.32  -0.01
H  -1.55  -1.06  -0.50  0.00
H  -2.86  -4.56  1.13  0.00
H  -5.26  -4.13  0.72  0.00
H  -5.89  -3.44  -1.88  0.00
H  -4.21  -3.95  -3.43  0.00
H  -1.66  -4.16  -2.71  0.00
C  0.24  -1.06  5.83  0.00
C  0.69  -1.35  4.45  0.00
C  1.95  -1.65  3.91  0.00
C  1.75  -1.84  2.53  0.00
N  0.41  -1.64  2.24  0.00
N  -0.19  -1.39  3.44  0.00
C  2.69  -2.07  1.39  0.00
H  0.08  -1.97  6.42  0.00
H  0.97  -0.47  6.39  0.00
H  -0.69  -0.48  5.86  0.00
H  2.90  -1.69  4.46  0.00
H  -1.19  -1.20  3.48  0.00
H  3.01  -1.10  0.97  0.00
H  3.59  -2.62  1.66  0.00
H  2.40  -2.81  0.59  0.00

Results
total charge	+3
HOMO level (spin up / spin down)	-15.41 / -15.42	eV
lowest unoccupied orbital energy (spin up / spin down)	-9.68 / -9.58	eV
molecular weight	613.8	u
multiplicity	4
energy relative to the best compared isomer or geometry (same formula, charge and spin)	0.0	kcal per mole



[3]
The following is a quantum chemistry calculation of a structure of composition C22H45EuN2P3SSe in a non-equilibrium geometry, from the Open Molecules 2025 dataset.

Each line ends with the Löwdin spin population.
Atoms and positions in Å:
Eu  1.07  0.31  -1.82  5.04
P  -2.05  0.18  1.08  0.32
P  -0.46  1.80  1.50  0.33
P  1.32  -2.17  3.54  0.00
H  3.92  -3.62  -3.57  0.00
C  3.49  -4.05  -2.66  0.00
C  2.25  -4.52  -2.60  0.00
H  1.56  -4.45  -3.45  0.00
C  -2.79  0.46  -0.54  0.04
C  -3.33  0.65  2.28  0.02
C  -1.87  -1.61  1.26  0.07
C  1.22  1.80  0.80  0.07
C  -1.26  3.28  0.82  0.02
C  -0.32  2.13  3.27  0.04
C  2.15  -3.63  4.17  0.00
C  -0.06  -1.68  4.57  0.00
C  2.47  -0.82  3.31  0.00
H  4.18  -4.18  -1.81  0.00
H  1.91  -5.14  -1.76  0.00
H  -2.16  0.09  -1.36  0.00
H  -2.99  1.52  -0.71  0.00
H  -3.75  -0.08  -0.57  0.01
H  -3.58  1.71  2.22  0.00
H  -3.00  0.41  3.30  0.00
H  -4.23  0.07  2.07  0.01
H  -1.11  -2.02  0.58  0.00
H  -2.85  -2.07  1.02  0.02
H  -1.60  -1.88  2.29  0.00
H  1.89  2.32  1.51  0.01
H  1.27  2.39  -0.14  0.00
H  1.64  0.78  0.67  0.01
H  -0.78  4.16  1.27  0.01
H  -2.33  3.32  1.06  0.00
H  -1.15  3.34  -0.27  0.00
H  0.04  3.16  3.40  0.01
H  0.38  1.45  3.77  0.00
H  -1.30  2.06  3.77  0.00
H  2.58  -3.39  5.15  0.00
H  2.94  -3.92  3.47  0.00
H  1.42  -4.45  4.26  0.00
H  0.20  -1.93  5.61  0.00
H  -0.96  -2.25  4.28  0.00
H  -0.27  -0.61  4.48  0.00
H  3.19  -0.84  4.14  0.00
H  1.96  0.16  3.31  0.00
H  3.01  -0.92  2.36  0.00
C  1.54  -2.47  -0.58  0.00
C  2.77  -1.74  -0.48  0.00
C  3.38  -1.19  -1.62  0.00
C  2.78  -1.28  -2.89  0.00
C  1.51  -1.91  -3.00  0.00
C  0.85  -2.36  -1.84  0.00
S  1.10  -3.61  0.61  0.00
H  0.78  -2.64  2.24  0.00
H  3.35  -1.89  0.43  0.00
H  4.41  -0.81  -1.55  0.00
H  3.34  -0.92  -3.76  0.00
H  1.08  -2.11  -3.99  0.00
H  -0.09  -2.90  -1.95  0.00
C  -3.68  1.51  -3.74  0.00
N  -2.73  2.54  -3.38  0.00
C  -3.09  3.77  -2.85  0.00
C  -1.93  4.43  -2.59  0.00
N  -0.89  3.59  -2.95  0.00
C  0.52  3.94  -2.86  0.00
C  -1.37  2.40  -3.43  0.00
Se  -0.44  0.99  -4.16  -0.01
H  -4.52  1.98  -4.28  0.00
H  -4.07  1.00  -2.85  0.00
H  -3.19  0.78  -4.39  0.00
H  -4.12  4.04  -2.71  0.00
H  -1.76  5.42  -2.18  0.00
H  0.67  4.94  -3.29  0.00
H  0.85  3.95  -1.81  0.00
H  1.11  3.21  -3.42  0.00

Results
total charge	+3
HOMO level (spin up / spin down)	-13.77 / -15.12	eV
lowest unoccupied orbital energy (spin up / spin down)	-8.59 / -8.47	eV
molecular weight	693.5	u
multiplicity	7
energy relative to the best compared isomer or geometry (same formula, charge and spin)	0.0	kcal per mole